(1)
{
  "formula": "C4H9BrClNS",
  "method": "wB97M-V/def2-TZVPD",
  "smiles": "CC[C@@H](SC)N(Cl)Br",
  "lumo_ev": -0.5,
  "relative_energy_kj_mol": 36.4,
  "energy_ha": -3644.82774,
  "homo_energy_ev": -8.76,
  "total_charge": 0,
  "elements": ["C", "C", "C", "S", "C", "N", "Cl", "Br", "H", "H", "H", "H", "H", "H", "H", "H", "H"],
  "coordinates": [[-0.40998, 0.89727, -2.09452], [-0.08258, 1.25636, -0.62256], [-0.28279, 0.10144, 0.27534], [0.79041, 0.01317, 1.75327], [1.74363, -1.51298, 1.48000], [-1.73500, -0.06771, 0.60636], [-2.27731, 1.19178, 1.89914], [-2.13372, -1.73895, 1.22787], [0.23908, 0.15480, -2.54670], [-0.33480, 1.82677, -2.73380], [-1.49439, 0.76883, -2.25451], [-0.57998, 2.32065, -0.36855], [1.11379, 1.39205, -0.57584], [0.12274, -0.82669, -0.17079], [0.87886, -2.21681, 1.46279], [2.35056, -2.01464, 2.24661], [2.09150, -1.54534, 0.41589]]
}



(2)
{
  "formula": "C6H13NO3",
  "method": "wB97M-V/def2-TZVPD",
  "smiles": "C=N/C=C/CCC=O.O.O",
  "lumo_ev": 0.5,
  "relative_energy_kj_mol": 310.0,
  "energy_ha": -516.82101,
  "homo_energy_ev": -8.98,
  "total_charge": 0,
  "elements": ["C", "N", "C", "C", "C", "C", "C", "O", "H", "H", "H", "H", "H", "H", "H", "H", "H", "O", "H", "H", "O", "H", "H"],
  "coordinates": [[0.37605, 1.24517, 3.02567], [-0.81659, 1.34938, 2.65925], [-1.20583, 0.86497, 1.38702], [-0.64279, 1.23553, 0.24554], [-1.19159, 0.84635, -1.10531], [-0.35582, -0.27471, -1.76772], [0.59408, 0.26257, -2.78797], [1.67986, 0.70620, -2.49972], [0.81432, 1.37490, 4.01360], [1.15686, 0.84308, 2.36876], [-1.99774, 0.13081, 1.49096], [0.20005, 1.91620, 0.25918], [-2.21680, 0.51413, -0.94060], [-1.20580, 1.72886, -1.73546], [-1.07628, -0.93202, -2.26434], [0.15538, -0.90018, -1.04721], [0.30344, 0.17867, -3.85098], [-0.71021, -2.92087, 0.36036], [-0.01387, -3.57546, 0.48435], [-0.18074, -2.11618, 0.26892], [1.75890, -0.92900, 0.61566], [2.59582, -1.38941, 0.74572], [1.97930, -0.15901, 0.07432]]
}



(3)
{
  "formula": "H6NO",
  "method": "wB97M-V/def2-TZVPD",
  "lumo_ev": -4.4,
  "relative_energy_kj_mol": 41.4,
  "energy_ha": -133.33192,
  "homo_energy_ev": -15.22,
  "total_charge": 1,
  "elements": ["O", "H", "H", "N", "H", "H", "H", "H"],
  "coordinates": [[1.52476, -0.94639, -1.42180], [2.29618, -0.47372, -1.80876], [1.45770, -1.77904, -1.94186], [-1.05560, 0.63969, 1.03448], [-0.38356, 0.19399, 0.38090], [-0.71940, 0.52359, 2.00963], [-1.98614, 0.19094, 0.93357], [-1.13394, 1.65094, 0.81384]]
}



(4)
{
  "formula": "C3H2INS2",
  "method": "wB97M-V/def2-TZVPD",
  "lumo_ev": -1.1,
  "relative_energy_kj_mol": 380.3,
  "energy_ha": -1264.18095,
  "homo_energy_ev": -8.31,
  "total_charge": 0,
  "elements": ["C", "C", "C", "N", "S", "S", "I", "H", "H"],
  "coordinates": [[0.45224, -0.59995, -0.84408], [0.35045, -0.82603, 0.42577], [0.47988, 0.71725, -1.38425], [0.51327, 1.15428, 1.18157], [0.37652, 1.02927, -2.97827], [0.62017, 2.05696, -0.18804], [0.24532, -2.25530, 1.85051], [0.29381, -1.54720, -1.52131], [-0.27395, 0.86528, 1.62482]]
}



(5)
{
  "formula": "C37H31AuN3O2S",
  "method": "wB97M-V/def2-TZVPD",
  "lumo_ev": [-5.5, -5.5],
  "energy_ha": -2276.87260,
  "homo_energy_ev": [-10.82, -10.82],
  "total_charge": 1,
  "elements": ["Au", "O", "C", "C", "C", "C", "C", "C", "C", "C", "C", "O", "C", "C", "C", "C", "C", "C", "C", "C", "C", "C", "C", "C", "N", "C", "C", "C", "C", "C", "C", "C", "C", "C", "C", "C", "C", "H", "H", "H", "H", "H", "H", "H", "H", "H", "H", "H", "H", "H", "H", "H", "H", "H", "H", "H", "H", "H", "H", "H", "H", "H", "H", "H", "S", "C", "N", "C", "C", "C", "N", "H", "H", "H", "H"],
  "coordinates": [[-0.74583, -0.33243, -0.30951], [-0.63343, -1.33363, 1.39189], [0.40517, -2.11803, 1.79989], [1.19157, -2.76333, 0.61609], [2.02607, -1.77413, -0.13381], [3.41327, -1.75603, -0.05161], [4.11467, -0.84343, -0.82271], [3.42547, 0.00547, -1.67561], [2.03797, -0.06963, -1.73151], [1.20737, 0.69537, -2.71771], [0.26067, 1.77097, -2.08911], [-0.84713, 1.20387, -1.53961], [-0.22063, 2.75317, -3.18701], [0.60127, 3.72647, -3.74091], [0.11577, 4.58837, -4.70931], [-1.20283, 4.51127, -5.12451], [-2.02793, 3.54807, -4.57001], [-1.54413, 2.67747, -3.61011], [1.03697, 2.62927, -1.07201], [2.36577, 2.96897, -1.28481], [3.05487, 3.72457, -0.35331], [2.42437, 4.14797, 0.80329], [1.09847, 3.81557, 1.01759], [0.40197, 3.07287, 0.07809], [1.39357, -0.93223, -0.94871], [1.43197, -1.34203, 2.62249], [1.66767, -0.00683, 2.32589], [2.68157, 0.68127, 2.96649], [3.45847, 0.04277, 3.91699], [3.21537, -1.28523, 4.22689], [2.20347, -1.97803, 3.58499], [-0.35513, -3.16033, 2.64239], [-1.00453, -2.69543, 3.78329], [-1.83363, -3.52973, 4.50949], [-2.03673, -4.83633, 4.09469], [-1.38763, -5.30243, 2.96399], [-0.56113, -4.46793, 2.22909], [0.45577, -3.18243, -0.07341], [1.82627, -3.55583, 1.01349], [3.92497, -2.45713, 0.58779], [5.19367, -0.81713, -0.77961], [3.96197, 0.69607, -2.30281], [0.54757, -0.02123, -3.21301], [1.84167, 1.15757, -3.47151], [1.62357, 3.84177, -3.42181], [0.77567, 5.33247, -5.12731], [-1.58233, 5.20107, -5.86361], [-3.05773, 3.47147, -4.88621], [-2.18453, 1.92607, -3.17411], [2.87787, 2.65497, -2.17851], [4.08317, 3.98987, -0.54641], [2.96457, 4.74257, 1.52489], [0.59647, 4.14797, 1.91369], [-0.63843, 2.83157, 0.23279], [1.05597, 0.50077, 1.58979], [2.86147, 1.71627, 2.71809], [4.25037, 0.57967, 4.41569], [3.81477, -1.78463, 4.97229], [2.00207, -3.01153, 3.82909], [-0.88043, -1.66273, 4.07319], [-2.34053, -3.15073, 5.38449], [-2.70963, -5.48253, 4.63749], [-1.52733, -6.32093, 2.63459], [-0.09003, -4.85133, 1.33899], [-2.78023, -2.03933, 0.03329], [-4.17853, -1.46633, -0.68601], [-5.34023, -1.53853, 0.05199], [-6.52963, -1.19503, -0.46751], [-6.58893, -0.73483, -1.75481], [-5.36203, -0.63893, -2.44791], [-4.21853, -0.97933, -1.92631], [-5.24833, -1.90223, 0.99409], [-7.40023, -1.30183, 0.16279], [-7.51543, -0.45863, -2.22511], [-5.31783, -0.27373, -3.46441]]
}